Arrangement i

C56H69GeIMoN3OP as an isolated structure. Source: OMol25; level of theory: wB97M-V/def2-TZVPD.

Atoms and positions in Å:
Mo1 -0.64951 -1.18098 -0.26209
C1 1.44001 -0.80181 -0.03527
C2 1.88041 -2.24180 0.15512
C3 2.88497 -2.70511 -0.88384
C4 3.59141 -3.80759 -0.70569
C5 3.35417 -4.61739 0.53673
C6 3.03923 -3.72479 1.71418
C7 2.36906 -2.59966 1.54070
H1 1.58794 -0.47993 -1.08346
H2 1.92428 -0.09054 0.62565
H3 2.99173 -2.09965 -1.77698
H4 4.29979 -4.16152 -1.44529
H5 4.22234 -5.23585 0.75563
H6 3.35439 -4.05186 2.69841
H7 2.11432 -1.94034 2.35767
I1 -0.40852 -0.49777 2.52564
O1 1.18192 2.22823 -0.13613
P1 1.92438 3.54280 -0.12507
C8 2.42146 4.02923 -1.81411
C9 1.47488 3.44065 -2.87370
C10 2.01370 3.74782 -4.27046
C11 2.21675 5.26673 -4.49850
C12 1.91259 6.08744 -3.24480
C13 2.68099 5.54848 -2.03884
C14 0.87774 4.80694 0.65682
C15 0.08848 4.15129 1.80882
C16 -0.55172 5.24181 2.67651
C17 -1.04863 6.42249 1.82378
C18 -1.40025 5.94903 0.41734
C19 -0.14719 5.43712 -0.31825
C20 3.51534 3.30475 0.73216
C21 3.37286 2.80400 2.18318
C22 3.28866 3.93637 3.21064
C23 4.45493 4.90774 3.06169
C24 4.45647 5.51374 1.66250
C25 4.57197 4.42012 0.60184
H8 3.37147 3.49446 -1.93353
H9 0.47055 3.85735 -2.77064
H10 1.38686 2.36513 -2.72060
H11 1.33228 3.34069 -5.01885
H12 2.96372 3.22178 -4.39606
H13 1.58723 5.61337 -5.31862
H14 3.24894 5.46045 -4.79901
H15 0.83879 6.07805 -3.04218
H16 2.18825 7.13007 -3.41144
H17 2.43458 6.13105 -1.14829
H18 3.74648 5.70819 -2.21745
H19 1.52735 5.58536 1.06645
H20 0.69996 3.48707 2.41640
H21 -0.68289 3.51651 1.36465
H22 0.17626 5.59665 3.41058
H23 -1.38096 4.80918 3.24028
H24 -0.27498 7.19314 1.75478
H25 -1.91183 6.89220 2.29562
H26 -1.85140 6.75742 -0.15937
H27 -2.15319 5.15787 0.48422
H28 0.31328 6.26534 -0.85455
H29 -0.44812 4.69911 -1.06564
H30 3.85901 2.45381 0.12868
H31 4.25729 2.20187 2.41556
H32 2.51228 2.13454 2.26096
H33 3.26698 3.50890 4.21479
H34 2.35889 4.49819 3.08601
H35 5.39836 4.37443 3.22376
H36 4.39523 5.69311 3.81701
H37 5.28528 6.21441 1.54755
H38 3.53619 6.08917 1.51691
H39 5.55557 3.95141 0.70620
H40 4.54633 4.85986 -0.39487
N1 -2.51022 1.17460 0.31269
N2 -1.18639 1.00737 -0.23570
H41 -2.77137 2.15597 0.25461
H42 -2.42120 0.93328 1.29740
H43 -0.44771 1.49505 0.28721
H44 -1.17239 1.44049 -1.15632
N3 0.53107 -2.85298 -0.06473
C26 0.25892 -4.05831 -0.51932
C27 1.16871 -5.12405 -0.74649
C28 1.17931 -5.72896 -2.02892
C29 1.96535 -6.80380 -2.28655
C30 2.69311 -7.48064 -1.24398
C31 2.70422 -6.95663 -0.01304
C32 2.11424 -5.62522 0.29848
C33 -1.19031 -4.09528 -0.95238
C34 -1.29411 -2.76478 -1.72442
C35 -2.60043 -2.39477 -2.44792
C36 -3.95494 -2.90736 -1.86853
C37 -4.19341 -4.26052 -1.33987
C38 -3.13812 -5.02862 -0.65670
H45 0.58070 -5.29347 -2.81873
H46 2.00827 -7.19438 -3.29632
H47 3.20825 -8.40638 -1.45989
H48 3.23074 -7.45415 0.79336
H49 1.58533 -5.65496 1.25286
H50 -0.48844 -2.75653 -2.47133
H51 -2.52076 -2.47583 -3.53415
H52 -4.73954 -2.62422 -2.57489
H53 -5.21629 -4.60840 -1.27571
H54 -3.54385 -5.90623 -0.15764
C39 -4.77182 0.53136 -2.39255
C40 -5.56416 0.01617 -1.26056
C41 -5.13786 -1.00749 -0.52222
C42 -3.85513 -1.69580 -0.83198
C43 -2.94077 -1.00847 -1.88272
C44 -3.56325 0.06627 -2.70645
Ge1 -2.70961 -2.28945 0.71268
C45 -3.77067 -2.33361 2.33158
C46 -3.96456 -1.23418 3.16783
C47 -4.68425 -1.35799 4.34842
C48 -5.22811 -2.58417 4.70803
C49 -5.07139 -3.67964 3.87245
C50 -4.34413 -3.55377 2.69458
C51 -2.20248 -4.15095 0.25245
C52 -1.65730 -4.92969 1.42754
C53 -1.17730 -6.17738 1.38252
C54 -1.05817 -7.03477 0.19353
C55 -1.32115 -6.69278 -1.07385
C56 -1.87037 -5.36910 -1.53368
H55 -5.20993 1.31384 -3.00224
H56 -6.52138 0.47760 -1.05473
H57 -5.74813 -1.39460 0.28737
H58 -1.97421 -0.59029 -1.50031
H59 -3.01026 0.46659 -3.54995
H60 -3.54564 -0.27034 2.91059
H61 -4.81157 -0.49851 4.99429
H62 -5.77339 -2.68439 5.63779
H63 -5.51028 -4.63342 4.13688
H64 -4.22804 -4.42186 2.05387
H65 -1.67191 -4.44141 2.39785
H66 -0.85024 -6.62150 2.31730
H67 -0.71104 -8.04652 0.37455
H68 -1.19805 -7.45564 -1.83458
H69 -2.03765 -5.35477 -2.61121

As for the expectation value of S²: 0.76. The charge is +1. For the HOMO-LUMO gap (spin up / spin down), the calculation gives 4.24 / 4.41 eV. Its multiplicity is 2. The value obtained for the LUMO energy (spin up / spin down) is -0.1707 / -0.1707 Ha.


Arrangement ii

C56H69GeIMoN3OP as an isolated structure. Source: OMol25; level of theory: wB97M-V/def2-TZVPD.

Atoms and positions in Å:
Mo1 -0.96312 -0.38731 0.03390
C1 -1.06804 1.57376 1.11164
C2 -2.10250 0.81322 1.76169
C3 -2.09906 0.41769 3.12232
C4 -3.06620 -0.41532 3.60350
C5 -4.05202 -0.94942 2.74448
C6 -4.07822 -0.59701 1.42517
C7 -3.10160 0.29030 0.90824
H1 -0.19780 1.78919 1.71346
H2 -1.39752 2.40998 0.51564
H3 -1.35122 0.83832 3.78038
H4 -3.08119 -0.67185 4.65483
H5 -4.79827 -1.62423 3.14027
H6 -4.85481 -0.97290 0.77401
H7 -3.30605 0.81241 -0.02126
I1 -1.29232 -2.78716 1.31174
O1 0.88741 -0.37023 1.06059
P1 2.22846 -0.32439 1.81955
C8 3.20000 1.13112 1.31013
C9 2.37489 2.37387 0.95114
C10 3.30823 3.48594 0.48309
C11 4.33411 3.88876 1.56326
C12 4.30467 2.93776 2.75469
C13 4.35741 1.48300 2.29374
C14 1.98066 -0.33820 3.62513
C15 0.85811 -1.30993 4.02143
C16 0.89972 -1.58781 5.52968
C17 1.39478 -0.37523 6.32789
C18 0.98791 0.91050 5.62362
C19 1.70539 1.03813 4.27017
C20 3.25894 -1.73374 1.30711
C21 2.71528 -3.13433 1.64764
C22 3.17656 -3.67069 3.00501
C23 4.69237 -3.60674 3.15629
C24 5.19844 -2.18322 2.94873
C25 4.77332 -1.67188 1.57697
H8 3.63560 0.78293 0.36314
H9 1.79701 2.72382 1.80904
H10 1.65598 2.13054 0.16908
H11 2.71669 4.34709 0.16960
H12 3.82833 3.13753 -0.41102
H13 4.14858 4.90767 1.90511
H14 5.33845 3.88891 1.13401
H15 3.40333 3.11557 3.34436
H16 5.14841 3.13621 3.41774
H17 4.36969 0.81324 3.15628
H18 5.31099 1.32514 1.78533
H19 2.91775 -0.73410 4.02743
H20 0.90677 -2.24454 3.47062
H21 -0.09180 -0.86535 3.72887
H22 1.54263 -2.44855 5.72897
H23 -0.10170 -1.87231 5.86009
H24 2.48559 -0.40061 6.41678
H25 1.00769 -0.40377 7.34643
H26 1.21500 1.78522 6.23444
H27 -0.09610 0.91098 5.48445
H28 2.65216 1.55494 4.42482
H29 1.10995 1.66600 3.60095
H30 3.13832 -1.57762 0.23232
H31 3.10221 -3.81379 0.87902
H32 1.62674 -3.16101 1.55741
H33 2.82649 -4.69871 3.11830
H34 2.72009 -3.10410 3.81801
H35 5.15735 -4.25783 2.40813
H36 4.99471 -3.98611 4.13349
H37 6.28609 -2.14549 3.03048
H38 4.81168 -1.53528 3.74254
H39 5.22564 -2.33511 0.83131
H40 5.17860 -0.68183 1.37297
N1 2.10458 -1.09358 -1.78096
N2 0.81281 -0.48014 -1.73941
H41 2.47912 -1.01244 -2.72371
H42 1.95154 -2.08492 -1.62354
H43 0.24188 -0.76413 -2.53467
H44 0.96398 0.51488 -1.81509
N3 -1.76909 -1.31669 -1.35325
C26 -2.26540 -2.20415 -2.10646
C27 -1.35182 -3.00945 -2.97393
C28 -1.68895 -3.30722 -4.29148
C29 -0.82002 -4.03575 -5.08832
C30 0.38057 -4.49897 -4.56767
C31 0.70705 -4.23455 -3.24516
C32 -0.15309 -3.48913 -2.45188
C33 -3.72034 -2.50083 -2.10331
C34 -4.64041 -1.50160 -1.79038
C35 -5.99724 -1.77380 -1.77690
C36 -6.44910 -3.05721 -2.05980
C37 -5.53966 -4.05814 -2.36761
C38 -4.18115 -3.78105 -2.39916
H45 -2.62868 -2.95871 -4.69631
H46 -1.08255 -4.24722 -6.11584
H47 1.05032 -5.08039 -5.18655
H48 1.62477 -4.62755 -2.82563
H49 0.07762 -3.30559 -1.40895
H50 -4.28785 -0.50110 -1.57107
H51 -6.70208 -0.98517 -1.54670
H52 -7.50890 -3.27328 -2.04771
H53 -5.88787 -5.05819 -2.58599
H54 -3.47659 -4.56703 -2.63572
C39 -1.57215 0.05214 -6.49018
C40 -0.53875 0.87332 -6.06924
C41 -0.47963 1.30116 -4.75034
C42 -1.43023 0.90475 -3.80226
C43 -2.44832 0.05756 -4.25127
C44 -2.53207 -0.34802 -5.57529
Ge1 -1.36159 1.63329 -1.96721
C45 -0.03053 3.10040 -2.12730
C46 1.31141 2.91573 -2.48626
C47 2.13871 3.97783 -2.81703
C48 1.65621 5.27577 -2.77899
C49 0.33756 5.49151 -2.41876
C50 -0.49159 4.41999 -2.11115
C51 -3.10119 2.50951 -1.60276
C52 -3.28054 3.48009 -0.60666
C53 -4.53251 3.99092 -0.29735
C54 -5.65367 3.55536 -0.98621
C55 -5.50280 2.62560 -2.00108
C56 -4.24589 2.11959 -2.30500
H55 -1.63383 -0.26450 -7.52290
H56 0.21222 1.20587 -6.77376
H57 0.31418 1.98254 -4.47432
H58 -3.21434 -0.28681 -3.57337
H59 -3.35544 -0.97712 -5.88966
H60 1.74865 1.92844 -2.56996
H61 3.16331 3.78828 -3.11156
H62 2.29805 6.10628 -3.03967
H63 -0.06116 6.49747 -2.40001
H64 -1.52848 4.63040 -1.89678
H65 -2.43442 3.87994 -0.06247
H66 -4.62938 4.74104 0.47617
H67 -6.63020 3.95578 -0.75016
H68 -6.36289 2.30240 -2.57351
H69 -4.16780 1.42456 -3.12688

As for the expectation value of S²: 0.87. The charge is +1. For the HOMO-LUMO gap (spin up / spin down), the calculation gives 5.95 / 6.26 eV. Its multiplicity is 2. The value obtained for the LUMO energy (spin up / spin down) is -0.1436 / -0.1264 Ha.


Relative energies, kcal/mol: arrangement i 217.0; arrangement ii 0.0.


Arrangement i

A 2-piece molecular cluster, C3H8O2 overall. Source: OMol25; level of theory: wB97M-V/def2-TZVPD.

Atoms and positions in Å:
O1 1.11360 2.49269 0.04942
C1 0.16273 2.30236 -0.71150
H1 -0.36729 3.17322 -1.28395
H2 -0.33287 1.27978 -0.75969
C2 0.72839 -1.02960 0.29316
O2 0.50118 -0.95022 -1.14446
C3 -0.75226 -1.02675 0.91403
H3 1.20177 -0.04422 0.61051
H4 1.40163 -1.82811 0.48181
H5 -0.31843 -1.49954 -1.38558
H6 -1.43197 -1.55260 0.20402
H7 -1.04974 0.00881 0.80017
H8 -0.85675 -1.32582 1.93205

For the HOMO-LUMO gap, the calculation gives 10.72 eV. Its multiplicity is 1. The value obtained for the LUMO energy is 0.0295 Ha.


Arrangement ii

A 2-piece molecular cluster, C3H8O2 overall. Source: OMol25; level of theory: wB97M-V/def2-TZVPD.

Atoms and positions in Å:
C1 -1.62782 -0.06243 0.37173
C2 -0.39765 0.08612 1.25480
C3 0.68827 -0.48078 0.69743
O1 1.99709 -0.23803 0.94512
H1 -2.51836 0.50520 0.65875
H2 -1.51724 0.37497 -0.62908
H3 -1.93200 -1.11067 0.37044
H4 -0.41634 0.63785 2.17914
H5 0.59321 -1.11910 -0.16740
H6 2.13802 0.17014 1.78183
H7 0.97632 -0.29188 -2.83298
H8 0.78907 1.17568 -2.44668
O2 1.22744 0.35293 -2.18310

For the HOMO-LUMO gap, the calculation gives 9.09 eV. Its multiplicity is 1. The value obtained for the LUMO energy is 0.0311 Ha.


Arrangement iii

C3H8O2 as an isolated structure. Source: OMol25; level of theory: wB97M-V/def2-TZVPD.

Atoms and positions in Å:
C1 0.18088 -1.38134 0.68278
C2 0.54330 -0.02986 0.11142
O1 1.40522 -0.19962 -0.98816
C3 -0.64078 0.73230 -0.48224
O2 -0.33449 1.88850 -1.06521
H1 -0.29962 -1.99931 -0.08261
H2 -0.49788 -1.27784 1.53771
H3 1.08358 -1.89605 1.02004
H4 1.00056 0.61266 0.88175
H5 1.44103 0.67610 -1.41275
H6 -1.40825 0.09151 -0.95483
H7 -1.37969 1.02573 0.69404
H8 -1.10218 1.77892 0.13344

For the HOMO-LUMO gap, the calculation gives 10.15 eV. Its multiplicity is 1. The value obtained for the LUMO energy is 0.0180 Ha.


Relative energies, kcal/mol: arrangement i 11.4; arrangement ii 0.0; arrangement iii 65.1.


Arrangement i

The molecule C3H8O2. Source: OMol25; level of theory: wB97M-V/def2-TZVPD.

Atoms and positions in Å:
C1 -0.65317 -0.74862 0.83153
O1 -0.46475 -0.77773 2.28361
C2 0.26982 0.04614 0.08743
C3 0.11534 0.08978 -1.40430
O2 0.58250 1.46415 -1.81942
H1 -0.60146 -1.71363 0.34843
H2 -1.72148 -0.39943 0.70496
H3 0.41147 -1.30571 2.67371
H4 0.08502 1.09043 0.34591
H5 1.26707 -0.24728 0.29194
H6 0.65087 -0.83849 -1.82501
H7 -0.94314 0.19322 -1.58096
H8 1.51768 1.40577 -1.76047

For the HOMO-LUMO gap, the calculation gives 11.05 eV. Its multiplicity is 1. The value obtained for the LUMO energy is 0.0292 Ha.


Arrangement ii

A 2-piece molecular cluster, C3H8O2 overall. Source: OMol25; level of theory: wB97M-V/def2-TZVPD.

Atoms and positions in Å:
C1 -1.67734 0.52895 -0.47700
C2 -2.25963 0.48999 0.91203
C3 -1.47152 0.65141 1.98452
O1 -1.82721 0.07506 3.17672
H1 -0.73660 1.06014 -0.57082
H2 -2.44606 1.02344 -1.08200
H3 -1.60760 -0.49800 -0.84143
H4 -3.23441 0.08943 1.17166
H5 -0.45360 0.98528 1.80541
H6 -1.83875 0.66367 3.93927
H7 6.03265 -1.46862 -4.02150
H8 5.45698 -1.52202 -2.72461
O2 6.06309 -2.07871 -3.27225

For the HOMO-LUMO gap, the calculation gives 9.90 eV. Its multiplicity is 1. The value obtained for the LUMO energy is 0.0354 Ha.


Relative energies, kcal/mol: arrangement i 10.3; arrangement ii 0.0.


Arrangement i

The molecule C3H8O2. Source: OMol25; level of theory: wB97M-V/def2-TZVPD.

Atoms and positions in Å:
C1 -2.02529 -0.52682 0.12642
C2 0.06441 0.61829 0.17134
C3 2.19581 -0.20121 0.11215
H1 -1.70777 -1.47617 -0.26677
H2 -1.94397 -0.62603 1.21690
H3 -3.06380 -0.40123 -0.11621
H4 0.12835 0.50514 1.25814
H5 0.37442 1.65916 -0.11832
H6 2.77370 -1.11415 -0.20683
H7 2.26653 -0.09669 1.23001
H8 2.65984 0.73132 -0.32612
O1 -1.23412 0.56780 -0.27041
O2 0.87201 -0.38316 -0.37087

For the HOMO-LUMO gap, the calculation gives 11.09 eV. Its multiplicity is 1. The value obtained for the LUMO energy is 0.0388 Ha.


Arrangement ii

The molecule C3H8O2. Source: OMol25; level of theory: wB97M-V/def2-TZVPD.

Atoms and positions in Å:
C1 -0.55372 1.74932 -0.58909
C2 0.74281 -0.03998 -0.07215
C3 -0.22623 -1.85057 1.07870
H1 -1.45094 1.24652 -0.43582
H2 -0.15686 2.25980 0.36133
H3 -0.72904 2.47100 -1.39744
H4 1.13536 0.64129 0.86179
H5 1.59531 -0.70599 -0.38699
H6 -1.33578 -2.19596 1.24822
H7 0.28150 -1.71886 2.19517
H8 0.33205 -2.69035 0.52651
O1 0.48845 0.93292 -1.02923
O2 -0.41955 -0.74043 0.34454

For the HOMO-LUMO gap, the calculation gives 10.88 eV. Its multiplicity is 1. The value obtained for the LUMO energy is 0.0377 Ha.


Arrangement iii

The molecule C3H8O2. Source: OMol25; level of theory: wB97M-V/def2-TZVPD.

Atoms and positions in Å:
C1 -1.55795 0.35798 0.19511
C2 -0.33623 -0.55624 -0.08079
O1 -0.19062 -0.71323 -1.47520
C3 0.96336 0.02963 0.53682
O2 2.07137 -0.18388 -0.33381
H1 -1.44997 1.39659 -0.16072
H2 -1.80894 0.43946 1.26018
H3 -2.43644 -0.02727 -0.33025
H4 -0.48224 -1.56186 0.35311
H5 0.74678 -0.54865 -1.66910
H6 0.80608 1.10088 0.67729
H7 1.20386 -0.41092 1.51431
H8 2.47095 0.67752 -0.48695

For the HOMO-LUMO gap, the calculation gives 10.75 eV. Its multiplicity is 1. The value obtained for the LUMO energy is 0.0278 Ha.


Relative energies, kcal/mol: arrangement i 18.5; arrangement ii 37.1; arrangement iii 0.0.